C43H45Cl2MgN2OPSe4Te as an isolated structure. Source: the Open Molecules 2025 dataset; level of theory: the ωB97M-V functional and the def2-TZVPD basis.

## Properties
ΔE to the lowest compared entry with this formula, charge and spin: 44.2 kcal/mol
HOMO energy: -0.644 eV
2S+1: 1
Net charge: -2
Kohn-Sham gap: 4.1 eV

Last column: Mulliken charge in e.
Cartesian coordinates (Å):
Mg (1.47, -0.85, 0.09)  1.853
Cl (4.20, -2.27, 3.92)  -0.251
C (4.30, -0.65, 3.29)  0.882
C (5.19, 0.25, 3.90)  -0.503
C (5.35, 1.52, 3.43)  0.648
Cl (6.49, 2.60, 4.23)  -0.328
C (4.62, 1.96, 2.31)  -0.034
C (4.76, 3.23, 1.70)  -0.797
C (4.02, 3.53, 0.59)  -1.234
C (3.10, 2.58, 0.10)  -0.261
N (2.91, 1.42, 0.67)  0.556
C (3.69, 1.07, 1.72)  -0.682
C (3.52, -0.29, 2.19)  -0.744
O (2.70, -1.06, 1.60)  0.297
H (5.77, -0.09, 4.75)  0.455
H (5.46, 3.94, 2.12)  0.386
H (4.14, 4.47, 0.08)  0.427
H (2.50, 2.79, -0.78)  0.567
C (-0.55, -2.60, 4.73)  -1.663
C (0.41, -2.09, 3.65)  0.867
C (0.90, -3.31, 2.86)  -1.603
P (-0.18, -0.81, 2.43)  0.023
C (-0.68, 0.73, 3.35)  0.530
C (-1.50, 0.68, 4.64)  -1.624
C (-1.37, 1.64, 2.33)  -0.986
C (-1.67, -1.61, 1.76)  0.572
C (-2.82, -1.92, 2.49)  -0.369
C (-3.84, -2.71, 2.00)  0.410
C (-5.06, -3.04, 2.84)  -1.803
C (-3.66, -3.25, 0.73)  -0.789
C (-2.55, -2.96, -0.04)  -0.933
C (-1.52, -2.09, 0.42)  -0.897
N (-0.46, -1.73, -0.38)  0.937
C (-0.62, -2.07, -1.76)  0.431
C (0.21, -3.06, -2.31)  0.214
C (1.10, -3.88, -1.42)  -1.002
C (0.16, -3.32, -3.68)  -0.973
C (-0.69, -2.63, -4.52)  0.812
C (-0.71, -2.90, -6.01)  -1.634
C (-1.57, -1.72, -3.95)  -0.907
C (-1.57, -1.45, -2.58)  1.635
C (-2.65, -0.56, -2.03)  -1.875
H (-0.01, -3.31, 5.36)  0.495
H (-1.38, -3.15, 4.27)  0.327
H (-0.96, -1.83, 5.37)  0.294
H (1.27, -1.62, 4.14)  0.500
H (0.05, -3.84, 2.43)  0.263
H (1.44, -3.99, 3.52)  0.526
H (1.60, -3.06, 2.05)  0.105
H (0.29, 1.17, 3.59)  0.388
H (-2.47, 0.21, 4.49)  0.219
H (-1.67, 1.70, 4.98)  0.491
H (-0.98, 0.15, 5.43)  0.331
H (-2.27, 1.17, 1.93)  0.163
H (-0.70, 1.86, 1.49)  -0.272
H (-1.65, 2.60, 2.79)  0.531
H (-2.92, -1.51, 3.49)  0.109
H (-5.12, -2.39, 3.71)  0.351
H (-5.04, -4.08, 3.20)  0.299
H (-5.98, -2.92, 2.27)  0.377
H (-4.41, -3.93, 0.33)  0.328
H (-2.45, -3.40, -1.02)  0.460
H (0.51, -4.38, -0.65)  0.188
H (1.86, -3.29, -0.90)  -0.023
H (1.65, -4.62, -1.99)  0.400
H (0.84, -4.07, -4.09)  0.298
H (0.24, -3.33, -6.34)  0.387
H (-0.87, -1.98, -6.58)  0.352
H (-1.50, -3.60, -6.29)  0.273
H (-2.28, -1.20, -4.59)  0.303
H (-2.87, 0.25, -2.73)  0.380
H (-2.38, -0.13, -1.07)  0.044
H (-3.57, -1.14, -1.88)  0.422
Se (2.40, -0.28, -2.28)  -0.111
Se (3.93, -1.97, -2.87)  -0.351
Se (5.39, -2.34, -1.09)  -0.246
Se (4.72, -4.26, 0.02)  -0.732
Te (-0.16, 1.97, -1.35)  -0.194
C (-1.57, 3.53, -1.09)  0.213
C (-2.81, 3.47, -1.72)  -0.340
C (-3.75, 4.47, -1.52)  -0.584
C (-3.46, 5.54, -0.68)  -0.412
C (-2.22, 5.62, -0.06)  -0.642
C (-1.28, 4.61, -0.26)  -0.315
C (0.47, 2.71, -3.23)  0.420
C (1.10, 3.95, -3.33)  -0.427
C (1.57, 4.39, -4.56)  -0.699
C (1.45, 3.58, -5.68)  -0.467
C (0.83, 2.34, -5.58)  -0.570
C (0.33, 1.90, -4.35)  -0.118
H (-3.04, 2.63, -2.37)  0.255
H (-4.71, 4.41, -2.01)  0.389
H (-4.20, 6.32, -0.51)  0.354
H (-1.99, 6.45, 0.59)  0.374
H (-0.32, 4.67, 0.24)  0.438
H (1.21, 4.57, -2.45)  0.324
H (2.07, 5.35, -4.63)  0.359
H (1.84, 3.91, -6.63)  0.345
H (0.74, 1.70, -6.44)  0.404
H (-0.13, 0.93, -4.26)  0.413

=====

C13H14F6LiN4O5S2Se as an isolated structure. Source: the Open Molecules 2025 dataset; level of theory: the ωB97M-V functional and the def2-TZVPD basis.

## Properties
ΔE to the lowest compared entry with this formula, charge and spin: 15.0 kcal/mol
HOMO energy: -4.364 eV
2S+1: 1
Net charge: -1
Kohn-Sham gap: 6.4 eV

Last column: Mulliken charge in e.
Cartesian coordinates (Å):
Li (1.66, 2.34, -0.08)  1.145
F (6.00, 1.83, 0.20)  -0.196
C (5.68, 0.50, 0.26)  0.488
F (5.89, -0.03, -0.92)  -0.186
F (6.50, -0.21, 1.14)  -0.223
S (3.89, 0.26, 0.77)  1.183
O (3.08, 0.96, -0.24)  -0.690
O (3.89, -1.17, 0.93)  -0.625
N (3.68, 1.01, 2.16)  -0.451
S (2.23, 1.20, 2.79)  0.956
O (1.92, 0.13, 3.73)  -0.612
O (1.13, 1.69, 1.90)  -0.658
C (2.51, 2.84, 3.73)  0.600
F (3.61, 2.83, 4.48)  -0.218
F (1.43, 3.17, 4.48)  -0.210
F (2.70, 3.93, 2.86)  -0.220
Se (3.44, 6.83, -0.19)  -0.368
C (2.57, 5.29, -0.34)  0.077
N (2.04, 4.25, -0.36)  -0.859
C (-2.25, -4.73, -0.49)  -1.061
C (-2.69, -3.79, -1.58)  -0.682
N (-2.52, -2.41, -1.18)  0.269
C (-3.37, -2.08, -0.01)  -0.266
C (-4.79, -1.44, -0.27)  -1.313
C (-1.30, -1.80, -1.44)  0.118
O (-0.33, -2.38, -1.88)  -0.611
C (-1.23, -0.28, -1.34)  0.385
C (-2.35, 0.51, -1.68)  -0.131
C (-2.18, 1.84, -1.88)  -0.847
C (-0.91, 2.40, -1.60)  -0.115
N (0.15, 1.66, -1.37)  -0.518
C (0.04, 0.28, -1.27)  -0.252
H (-2.27, -5.81, -0.79)  0.346
H (-2.85, -4.69, 0.46)  0.314
H (-1.27, -4.49, -0.09)  0.297
H (-3.73, -3.95, -1.84)  0.336
H (-2.21, -4.09, -2.51)  0.418
H (-2.69, -1.29, 0.54)  0.342
H (-3.58, -2.97, 0.60)  0.237
H (-5.18, -1.71, -1.31)  0.280
H (-4.80, -0.36, -0.11)  0.335
H (-5.44, -1.90, 0.47)  0.414
H (-3.31, 0.05, -1.86)  0.587
H (-2.92, 2.63, -2.17)  0.298
H (-0.76, 3.46, -1.79)  0.449
H (0.87, -0.32, -0.89)  0.437

=====

C26H33EuN3O5 as an isolated structure. Source: the Open Molecules 2025 dataset; level of theory: the ωB97M-V functional and the def2-TZVPD basis.

## Properties
ΔE to the lowest compared entry with this formula, charge and spin: 17.4 kcal/mol
HOMO energy (spin up / spin down): -11.415 / -11.424 eV
2S+1: 7
Net charge: +1
Kohn-Sham gap (spin up / spin down): 7.5 / 7.6 eV

Last column: Mulliken spin population.
Cartesian coordinates (Å):
Eu (0.74, -0.37, -0.18)  6.030
O (1.27, -1.65, -2.24)  -0.005
C (2.40, -2.55, -2.16)  0.000
C (3.53, -1.87, -1.39)  0.002
N (3.09, -1.41, -0.07)  -0.014
C (2.91, -2.50, 0.90)  0.008
C (1.51, -3.17, 0.63)  -0.004
O (1.42, -4.38, 0.56)  0.001
O (0.57, -2.32, 0.47)  -0.009
C (3.83, -0.22, 0.39)  -0.006
C (2.70, 0.78, 0.12)  0.008
O (1.90, 0.99, 1.07)  -0.005
O (2.36, 0.98, -1.06)  -0.005
H (0.67, -2.04, -2.89)  0.001
H (2.75, -2.79, -3.17)  0.000
H (2.09, -3.48, -1.66)  -0.001
H (3.84, -0.99, -1.97)  0.000
H (4.37, -2.57, -1.31)  0.000
H (2.86, -2.09, 1.92)  -0.002
H (3.72, -3.25, 0.84)  -0.001
H (4.74, -0.04, -0.18)  0.000
H (4.06, -0.27, 1.46)  0.000
C (0.34, 1.26, 3.91)  0.000
C (-0.43, -0.02, 3.82)  -0.005
C (-0.51, -0.85, 4.94)  0.000
C (-1.22, -2.04, 4.90)  0.000
C (-1.87, -2.42, 3.74)  0.000
C (-1.81, -1.63, 2.60)  -0.001
C (-2.53, -2.03, 1.35)  0.000
C (-1.08, -0.43, 2.65)  -0.003
N (-1.00, 0.30, 1.44)  0.002
C (-1.63, 1.39, 1.21)  -0.003
C (-2.49, 2.10, 2.20)  -0.001
C (-1.54, 1.90, -0.19)  0.000
C (-2.24, 3.16, -0.57)  0.000
N (-0.93, 1.14, -1.02)  0.004
C (-0.83, 1.36, -2.41)  0.004
C (-1.42, 0.37, -3.22)  -0.001
C (-2.11, -0.80, -2.57)  0.003
C (-1.40, 0.53, -4.59)  0.001
C (-0.75, 1.61, -5.16)  0.001
C (-0.10, 2.53, -4.36)  0.000
C (-0.14, 2.44, -2.97)  -0.003
C (0.61, 3.44, -2.15)  -0.001
H (-0.33, 2.09, 4.17)  0.000
H (0.84, 1.50, 2.97)  0.000
H (1.09, 1.19, 4.70)  0.000
H (0.00, -0.56, 5.84)  0.000
H (-1.27, -2.66, 5.78)  0.000
H (-2.43, -3.34, 3.72)  0.000
H (-3.08, -2.95, 1.52)  0.000
H (-1.81, -2.20, 0.55)  0.000
H (-3.23, -1.26, 1.03)  0.000
H (-2.54, 1.54, 3.13)  0.000
H (-3.50, 2.22, 1.81)  0.000
H (-2.09, 3.10, 2.40)  0.000
H (-3.24, 3.20, -0.13)  0.000
H (-2.33, 3.24, -1.65)  0.000
H (-1.70, 4.03, -0.20)  0.000
H (-2.99, -0.48, -2.02)  0.000
H (-1.44, -1.30, -1.85)  0.001
H (-2.42, -1.52, -3.32)  0.000
H (-1.90, -0.19, -5.22)  0.000
H (-0.74, 1.74, -6.23)  0.000
H (0.44, 3.35, -4.81)  0.000
H (0.05, 4.38, -2.09)  0.000
H (1.56, 3.67, -2.62)  0.000
H (0.80, 3.08, -1.14)  0.000

=====

C5H15N3O as an isolated structure. Source: the Open Molecules 2025 dataset; level of theory: the ωB97M-V functional and the def2-TZVPD basis.

## Properties
ΔE to the lowest compared entry with this formula, charge and spin: 92.9 kcal/mol
HOMO energy: -7.920 eV
2S+1: 1
Kohn-Sham gap: 9.0 eV

Last column: Mulliken charge in e.
Cartesian coordinates (Å):
C (1.80, -1.20, 0.48)  0.107
N (2.84, -0.55, 1.08)  -0.406
C (1.21, 0.48, -1.23)  -0.695
C (1.60, 1.67, -0.79)  -0.570
O (0.78, -1.50, 1.13)  -0.704
H (-0.59, -1.16, 0.25)  0.392
H (2.10, -1.77, -0.41)  0.387
H (2.60, 0.03, 1.88)  0.252
H (3.59, -0.21, 0.50)  0.278
H (1.60, 0.13, -2.18)  0.325
H (1.26, 2.06, 0.16)  0.181
H (2.31, 2.30, -1.31)  0.274
C (-2.21, 0.15, 0.23)  -0.459
C (-1.58, 1.04, 1.29)  -0.910
N (-1.18, -0.64, -0.46)  -0.059
N (-1.67, -1.57, -1.42)  -0.758
H (-0.02, 0.00, -0.91)  0.419
H (-2.34, -2.21, -0.98)  0.243
H (-2.15, -1.06, -2.15)  0.237
H (-2.95, -0.52, 0.70)  0.346
H (-2.74, 0.75, -0.51)  0.333
H (-1.02, 0.44, 2.01)  0.270
H (-2.35, 1.60, 1.83)  0.396
H (-0.89, 1.75, 0.83)  0.121